This record from the OMol25 dataset describes the molecule C17H28O3Si at a distorted geometry. The level of theory is ωB97M-V/def2-TZVPD.

Geometry as ORCA input:
```
! RIJCOSX wB97M-V def2-TZVPD def2/J DEFGRID3
* xyz 0 1
H 2.8962 -2.8761 -2.6342
C 1.0793 1.8646 -1.8557
C 1.3012 3.4387 2.1678
C -1.8903 0.8332 3.2751
C -4.3289 -0.4903 -0.2933
H 2.0639 4.1022 1.8722
C 1.0638 0.5583 -2.5125
H 3.8974 -0.3360 -1.2653
H 0.7834 2.6656 -2.5419
C 0.1613 -3.2638 -0.6531
H 0.0184 -0.7841 1.9079
O -1.3301 0.4162 -0.7999
C -1.1994 -0.2279 0.2084
C -0.6777 2.9914 3.4071
H -1.4985 -0.0364 3.8273
H -3.9705 0.5154 -0.5850
C 1.1690 2.2010 1.5397
C -3.1333 -1.4654 -0.2507
H -3.5162 -2.4714 0.0180
H -0.3403 -2.7951 0.1830
C 3.3048 -1.2436 -1.3011
H -0.4937 -1.7676 -2.0742
H 1.7286 0.5167 -3.3719
H -5.1079 -0.7820 -1.0288
H 1.8760 1.8437 0.7762
C 0.4191 -2.2265 -1.7469
H -1.4036 3.2761 4.1943
H 4.5438 -2.4707 -2.6546
H 0.8278 -2.6888 -2.6225
H -2.5363 1.3545 3.9814
H 0.0519 0.3188 -2.8613
H -0.4710 -4.0763 -1.0333
H 0.3704 1.8374 -0.9996
Si 1.4859 -0.7566 -1.2305
H -4.7841 -0.3959 0.6765
H 3.5053 -1.8296 -0.4425
C 3.5701 -2.0112 -2.6082
C 0.0295 -0.0106 1.1347
H 3.3893 -1.3809 -3.4660
C 0.3489 3.8728 3.0801
H -2.6721 -1.5519 -1.2408
H 0.3262 4.8961 3.4301
C 0.1212 1.3430 1.8532
H 2.0819 2.0845 -1.5249
O 1.2357 -0.2765 0.4213
H 1.1019 -3.7322 -0.3224
O -2.0738 -1.1667 0.6789
H -2.5016 0.4449 2.4727
C -0.8227 1.7386 2.8153
*
```

The value obtained for the energy above the lowest of the compared OMol25 structures with the same formula, charge and spin is 0.00 kcal/mol. The value obtained for the gap between HOMO and LUMO is 9.743 eV. Its highest occupied orbital energy is -8.9356 eV.

natural (NBO) analysis output, partial charges in e:
1 H 0.198
2 C -0.610
3 C -0.220
4 C -0.640
5 C -0.643
6 H 0.209
7 C -0.908
8 H 0.227
9 H 0.202
10 C -0.607
11 H 0.203
12 O -0.592
13 C 0.799
14 C -0.213
15 H 0.221
16 H 0.226
17 C -0.186
18 C -0.081
19 H 0.195
20 H 0.206
21 C -0.902
22 H 0.221
23 H 0.226
24 H 0.226
25 H 0.237
26 C -0.921
27 H 0.205
28 H 0.211
29 H 0.235
30 H 0.218
31 H 0.232
32 H 0.203
33 H 0.228
34 Si 1.961
35 H 0.211
36 H 0.230
37 C -0.603
38 C 0.008
39 H 0.205
40 C -0.193
41 H 0.194
42 H 0.214
43 C -0.045
44 H 0.189
45 O -0.879
46 H 0.204
47 O -0.511
48 H 0.222
49 C -0.010


This record from the OMol25 dataset describes the ion C2H4N3 with charge +1 at a distorted geometry. The level of theory is ωB97M-V/def2-TZVPD.

Geometry as ORCA input:
```
! RIJCOSX wB97M-V def2-TZVPD def2/J DEFGRID3
* xyz 1 1
H -0.3045 0.1706 -2.2083
N -0.2984 -0.2635 -1.3118
H -2.1172 0.6620 -0.1851
C 0.9555 0.1443 0.5752
H -1.3843 -1.1578 0.1104
C -1.1977 -0.0954 -0.2664
N 1.7972 0.1225 1.3562
N 0.0663 0.5450 -0.1785
H 2.4832 -0.1276 2.1081
*
```

The value obtained for the energy above the lowest of the compared OMol25 structures with the same formula, charge and spin is 92.57 kcal/mol. The value obtained for the gap between HOMO and LUMO is 11.189 eV. Its highest occupied orbital energy is -15.7662 eV.

natural (NBO) analysis output, partial charges in e:
1 H 0.412
2 N -0.382
3 H 0.256
4 C 0.773
5 H 0.242
6 C -0.055
7 N -0.448
8 N -0.315
9 H 0.516


This record from the OMol25 dataset describes a structure of composition C4H7NO2 at a distorted geometry. The level of theory is ωB97M-V/def2-TZVPD.

Geometry as ORCA input:
```
! RIJCOSX wB97M-V def2-TZVPD def2/J DEFGRID3
* xyz 0 1
C -1.0678 0.1577 0.4877
O 0.7497 0.3843 -1.5970
H -1.8220 -1.7108 1.2553
N -2.3206 -0.5040 0.3692
C -0.0655 0.8728 -0.4554
C 0.2363 -0.2961 0.4432
H -0.9839 0.9823 1.2958
H 0.4584 1.8566 -0.1394
O 1.5743 -0.1978 0.6367
H -3.2830 0.2508 0.8786
C 1.8079 -0.1546 -0.8457
H 2.1564 -1.1040 -1.3093
H -0.1145 -0.9675 -0.2388
H 2.6744 0.4304 -0.7808
*
```

The value obtained for the energy above the lowest of the compared OMol25 structures with the same formula, charge and spin is 278.85 kcal/mol. The value obtained for the gap between HOMO and LUMO is 8.418 eV. Its highest occupied orbital energy is -8.9084 eV.

natural (NBO) analysis output, partial charges in e:
1 C -0.042
2 O -0.509
3 H 0.329
4 N -0.766
5 C 0.015
6 C -0.020
7 H 0.182
8 H 0.200
9 O -0.470
10 H 0.404
11 C 0.195
12 H 0.169
13 H 0.155
14 H 0.158